Entry from the Open Molecules 2025 dataset: 13 unconnected molecules or ions with the total composition C55H58Cl6F8O2S2 at a distorted geometry (the ωB97M-V functional and the def2-TZVPD basis).

XYZ file:
```
131
Properties=species:S:1:pos:R:3
C 0.206 4.570 3.886
S 1.622 5.214 3.204
O 1.876 6.511 3.956
C 2.742 4.022 3.920
H 0.011 3.568 3.562
H -0.646 5.159 3.568
H 0.309 4.624 4.960
H 2.770 4.057 5.003
H 3.743 4.236 3.428
H 2.359 3.029 3.719
C 1.767 -3.651 -5.890
S 1.141 -4.645 -4.558
O 1.712 -4.144 -3.295
C -0.540 -3.965 -4.524
H 1.207 -3.928 -6.800
H 2.799 -3.997 -6.017
H 1.722 -2.587 -5.715
H -1.039 -4.431 -3.716
H -0.977 -4.371 -5.445
H -0.609 -2.888 -4.504
F 3.094 -0.959 -5.160
C 4.202 -0.677 -4.437
C 4.519 -1.339 -3.268
C 5.637 -0.842 -2.567
C 6.453 0.165 -3.086
C 6.154 0.660 -4.331
C 5.059 0.231 -5.039
H 3.897 -2.118 -2.797
H 5.871 -1.362 -1.612
H 7.272 0.505 -2.476
H 6.812 1.435 -4.702
H 4.792 0.580 -6.043
F -4.568 1.523 -0.560
C -4.572 1.275 -1.876
C -3.399 1.540 -2.566
C -3.430 1.202 -3.934
C -4.552 0.705 -4.489
C -5.777 0.529 -3.811
C -5.774 0.785 -2.436
H -2.550 1.926 -1.980
H -2.443 1.329 -4.490
H -4.635 0.473 -5.521
H -6.683 0.156 -4.239
H -6.661 0.681 -1.740
F -2.668 -1.768 4.683
C -1.415 -1.315 4.672
C -0.862 -0.570 3.674
C 0.480 -0.237 3.703
C 1.314 -0.679 4.735
C 0.718 -1.387 5.783
C -0.641 -1.664 5.786
H -1.421 -0.207 2.826
H 0.930 0.286 2.869
H 2.354 -0.372 4.739
H 1.350 -1.687 6.627
H -1.195 -2.189 6.612
F 5.685 -3.669 2.373
C 5.162 -4.075 1.185
C 3.933 -3.587 0.812
C 3.476 -3.937 -0.453
C 4.264 -4.724 -1.261
C 5.531 -5.173 -0.831
C 6.025 -4.819 0.393
H 3.372 -3.032 1.569
H 2.540 -3.548 -0.819
H 3.877 -5.019 -2.247
H 6.039 -5.830 -1.535
H 7.014 -5.095 0.691
F 2.515 9.166 -3.462
C 2.012 8.050 -2.821
C 3.031 7.210 -2.296
C 2.653 6.093 -1.578
C 1.318 5.919 -1.413
C 0.318 6.750 -1.939
C 0.682 7.904 -2.600
H 4.065 7.533 -2.457
H 3.342 5.361 -1.117
H 1.005 5.050 -0.831
H -0.708 6.573 -1.579
H -0.030 8.625 -3.001
F -1.372 -6.907 1.622
C -0.863 -5.649 1.415
C -0.693 -4.856 2.560
C -0.087 -3.598 2.396
C 0.334 -3.199 1.106
C 0.036 -3.973 0.031
C -0.562 -5.184 0.198
H -1.051 -5.252 3.529
H 0.131 -2.950 3.270
H 0.759 -2.237 0.940
H 0.258 -3.655 -1.012
H -0.761 -5.750 -0.707
F -3.207 5.800 4.788
C -3.455 4.522 4.490
C -4.156 3.760 5.464
C -4.384 2.408 5.176
C -3.958 1.874 4.014
C -3.253 2.593 3.056
C -3.046 3.930 3.260
H -4.241 4.301 6.396
H -4.881 1.824 5.987
H -4.158 0.777 3.858
H -2.997 2.187 2.106
H -2.386 4.513 2.652
F 1.188 2.518 0.812
C 1.147 1.385 0.048
C -0.040 1.101 -0.626
C 0.058 0.052 -1.504
C 1.244 -0.737 -1.606
C 2.324 -0.461 -0.836
C 2.298 0.663 0.007
H -1.004 1.682 -0.476
H -0.750 -0.187 -2.216
H 1.368 -1.495 -2.334
H 3.271 -1.041 -0.937
H 3.196 1.071 0.479
C -6.744 0.576 2.450
Cl -7.738 -0.312 1.283
Cl -6.565 -0.373 3.924
H -5.748 0.638 2.008
H -7.187 1.523 2.740
C -3.664 -2.666 1.576
Cl -5.128 -3.404 2.224
Cl -3.912 -1.023 1.016
H -2.885 -2.533 2.378
H -3.333 -3.342 0.811
C -4.222 -2.693 -2.902
Cl -2.690 -3.279 -2.189
Cl -4.119 -2.654 -4.669
H -5.025 -3.323 -2.567
H -4.307 -1.678 -2.564
```

The LUMO energy comes out at 0.20 eV. The frontier orbital gap comes out at 9.0 eV. The value obtained for the maximum force is 3.49 eV/A.

Results of the Mulliken charge analysis, in e, for atoms 1 through 8:
1 C -0.856
2 S 0.606
3 O -0.709
4 C -0.734
5 H 0.296
6 H 0.161
7 H 0.438
8 H 0.412